Entry 1:
Molecular formula: C4H5NO2
Method: DFT, ωB97M-V with the def2-TZVPD basis set

```
12
Properties=species:S:1:pos:R:3:forces:R:3:nbo_charge:R:1
C -1.5311 -0.3554 -0.7427 -0.083 -0.005 -0.041 -0.6407
C -0.2093 0.1010 -0.2389 -0.084 0.196 0.187 0.0962
C 0.2071 1.3172 0.1176 -0.301 -0.119 -0.029 0.0401
O 1.4263 1.2377 0.7604 0.158 -0.245 0.132 -0.4568
C 1.7698 -0.0966 0.8695 0.202 -0.049 -0.124 0.8585
O 2.7322 -0.5168 1.4580 -0.419 0.252 -0.331 -0.6020
N 0.7986 -0.7760 0.1661 -0.019 -0.051 0.153 -0.6155
H -1.5129 -0.7212 -1.7739 0.086 0.030 0.126 0.2259
H -1.9041 -1.1591 -0.0978 -0.010 0.091 -0.130 0.2229
H -2.2383 0.4751 -0.6793 0.069 -0.129 -0.097 0.2354
H -0.2887 2.2735 0.0517 0.253 -0.079 0.034 0.2128
H 0.7504 -1.7793 0.1094 0.148 0.106 0.117 0.4232
```
Positions in Å, forces in eV/Å.

Its SMILES is Cc1coc(=O)[nH]1. The value obtained for the electronic energy is -360.6673 hartree. As for the net charge: 0. The value obtained for the energy above the lowest of the compared OMol25 structures with the same formula, charge and spin is 1.3 kcal/mol. For the HOMO-LUMO gap, the calculation gives 9.31 eV. As for the spin multiplicity: 1. The LUMO energy is 0.7 eV.

Entry 2:
Molecular formula: C18H47N3O5Y
Method: DFT, ωB97M-V with the def2-TZVPD basis set

```
74
Properties=species:S:1:pos:R:3:forces:R:3:mulliken_charge:R:1
Y 0.0317 0.0048 -0.0837 -1.178 -3.998 0.066 1.8048
C 2.6475 -3.3770 -1.0866 0.177 -0.561 0.048 -1.3396
C 2.1104 -2.2300 -1.9015 0.056 0.982 -0.109 0.7700
C 1.7927 -2.6566 -3.3277 0.138 -0.353 0.018 -1.4508
O 1.0039 -1.6426 -1.3072 -0.966 1.428 0.958 -1.0982
H 3.6017 -3.7223 -1.4943 0.009 -0.010 0.097 0.3904
H 1.9609 -4.2280 -1.0999 -0.067 0.092 0.035 0.3905
H 2.7995 -3.0853 -0.0450 0.080 -0.012 -0.013 0.1633
H 2.9163 -1.4588 -1.9544 0.026 -0.221 -0.111 -0.0948
H 2.6977 -2.9486 -3.8665 -0.010 0.126 -0.055 0.4078
H 1.2923 -1.8438 -3.8538 0.048 0.008 -0.090 0.2513
H 1.1389 -3.5341 -3.3263 -0.115 0.139 0.051 0.3300
C -2.2618 -1.7459 3.1574 0.135 0.123 0.014 -1.2034
C -2.4083 -2.0471 1.6661 -0.028 -0.593 0.080 0.2334
C -3.8481 -1.8593 1.2148 -0.067 0.501 -0.054 -1.1060
O -1.5445 -1.2922 0.9044 1.520 1.335 -0.822 -0.4619
H -3.0766 -2.1620 3.7520 0.042 -0.064 -0.009 0.4382
H -2.2495 -0.6622 3.3077 -0.075 -0.025 0.036 0.1263
H -1.3225 -2.1557 3.5412 -0.017 0.053 0.036 0.2511
H -2.1699 -3.1230 1.5370 -0.062 0.127 0.027 0.1303
H -3.9566 -2.1935 0.1826 -0.132 -0.091 0.032 0.3111
H -4.0916 -0.7889 1.2404 0.002 -0.083 0.039 0.0346
H -4.5605 -2.3784 1.8561 -0.003 -0.140 -0.095 0.4836
C -1.0822 3.2414 3.1504 -0.073 0.452 0.571 -1.5895
C -1.2031 2.1158 2.1554 0.413 -0.084 -0.052 1.0571
C -2.2541 2.4643 1.1421 -0.537 0.518 0.110 -1.0242
O -2.4055 1.4593 0.1755 0.249 0.238 0.070 0.6661
C -3.6493 1.5437 -0.5171 0.150 -0.156 -0.034 -1.1488
N 0.1204 1.8407 1.4966 -0.317 0.735 0.761 -0.4999
H -0.5156 2.9462 4.0351 0.068 -0.031 -0.072 0.4314
H -2.0628 3.5668 3.5067 0.033 -0.089 -0.017 0.4361
H -0.5988 4.1246 2.7215 -0.001 -0.084 -0.082 0.3725
H -1.5152 1.2051 2.6658 0.109 -0.136 -0.134 -0.6383
H -2.0520 3.4531 0.6891 0.124 -0.159 -0.106 0.3057
H -3.1821 2.5979 1.7155 -0.022 -0.091 -0.162 0.4469
H -4.4525 1.8082 0.1735 0.034 0.015 0.029 0.4662
H -3.8607 0.5627 -0.9301 0.052 -0.005 -0.050 0.2495
H -3.6073 2.2861 -1.3208 0.006 0.015 0.036 0.2103
H 0.7739 1.6531 2.2577 0.021 -0.249 -0.153 0.2291
H 0.4510 2.7463 1.1573 -0.029 -0.125 -0.212 0.3377
C -0.0135 2.9191 -3.7650 0.003 0.574 -0.089 -1.6332
C -0.4758 2.0301 -2.6449 -0.672 -0.477 0.480 0.2902
C -1.1046 0.7261 -3.1270 0.719 0.902 -0.435 -0.9502
O -1.5660 0.0089 -2.0061 0.274 -0.097 -0.337 0.6997
C -2.2120 -1.2123 -2.3876 -0.107 -0.213 -0.036 -0.7508
N 0.6372 1.6927 -1.7029 0.286 0.828 -1.253 0.0212
H -0.8299 3.1734 -4.4412 0.024 -0.210 -0.114 0.4331
H 0.8146 2.4809 -4.3246 -0.070 -0.039 -0.085 0.3773
H 0.3150 3.8805 -3.3562 0.143 -0.116 -0.032 0.4180
H -1.2711 2.5286 -2.0791 0.267 0.115 0.175 -0.0845
H -0.3354 0.1887 -3.7060 -0.259 -0.361 0.171 0.2053
H -1.9105 1.0098 -3.8129 -0.172 -0.336 0.108 0.5021
H -1.5061 -1.8710 -2.8964 0.037 0.034 0.044 0.1394
H -3.0608 -0.9908 -3.0417 0.071 0.058 0.011 0.3083
H -2.5620 -1.6843 -1.4762 0.099 0.004 0.094 0.0184
H 1.1069 2.5772 -1.5036 -0.193 -0.075 0.372 0.3835
H 1.3383 1.2363 -2.3008 -0.144 -0.298 0.266 0.2468
C 3.2576 -1.6995 3.2019 0.165 -0.363 -0.418 -1.6581
C 2.5335 -0.7061 2.2901 -0.117 0.288 0.647 0.5083
C 3.4163 -0.2549 1.1524 0.010 -0.623 -0.453 -0.8819
O 2.7096 0.6079 0.2510 -0.030 0.335 0.480 0.2884
C 3.6453 1.4221 -0.4461 0.014 -0.451 -0.484 -1.0374
N 1.2549 -1.1896 1.7517 0.180 -0.560 0.092 -0.1430
H 3.6808 -2.5315 2.6255 -0.091 0.107 -0.029 0.3553
H 2.5740 -2.1454 3.9237 -0.053 0.166 0.063 0.4107
H 4.0848 -1.2383 3.7415 -0.070 0.101 0.011 0.4374
H 2.3026 0.1723 2.9134 -0.036 -0.045 -0.166 0.0175
H 3.7402 -1.1267 0.5661 0.041 0.033 0.114 0.2625
H 4.3142 0.2340 1.5357 -0.068 0.141 0.058 0.5326
H 4.1242 2.1321 0.2275 -0.023 0.121 -0.018 0.2886
H 3.1301 1.9228 -1.2615 -0.001 0.220 0.171 0.2931
H 4.4087 0.7944 -0.9205 0.023 0.044 0.144 0.3685
H 1.4029 -2.0594 1.2288 0.078 0.266 -0.234 0.1092
H 0.6481 -1.5126 2.5039 -0.121 0.401 -0.003 0.1540
```
Positions in Å, forces in eV/Å.

The value obtained for the electronic energy is -1292.7661 hartree. As for the net charge: +1. For the HOMO-LUMO gap, the calculation gives 8.05 eV. As for the spin multiplicity: 1. The LUMO energy is -2.5 eV.

Number 1: HOMO level -8.62 eV. Number 2: HOMO level -10.57 eV.